No. 1
This record from OMol25 describes 6 unconnected molecules or ions with the total composition C33H42N2O12 at a distorted geometry. The level of theory is wB97M-V/def2-TZVPD.

Properties
- Orbital gap: 0.106 Ha
- HOMO energy: -7.1 eV

```
89
Properties=species:S:1:pos:R:3:forces:R:3
O 14.149380 -6.982310 -5.522890 0.4423 1.3608 -1.0871
O 17.968750 -9.114040 -4.114340 1.3767 -0.7630 -0.6822
O 16.610210 -5.294630 -4.847360 0.1274 -0.4260 -1.3283
O 14.434460 -8.276020 -1.555100 -0.4861 -0.0018 0.7200
O 12.005610 -11.071000 -4.992270 -1.1640 -1.4904 -0.0513
O 9.811620 -11.664120 -0.088980 -2.5946 -1.8473 2.0426
O 11.457890 -6.501210 -5.370690 -0.1842 4.3429 -8.1056
O 20.832540 -10.910110 -8.509390 -0.2531 0.5596 0.6259
O 13.635160 -9.041840 -5.519580 -3.0902 -2.1722 -3.1005
O 10.672500 -4.602150 -0.099690 -2.1228 1.7807 0.2035
O 16.979490 -2.623040 -0.165760 0.4432 1.6545 1.8643
O 15.219330 -8.469760 -4.394150 2.8925 0.8361 1.1251
N 14.375710 -8.162430 -5.228200 -0.2184 0.6276 2.8828
N 11.427570 -5.842440 -6.576010 0.0449 -3.8980 7.1486
C 13.236170 -4.166970 -7.219580 -0.9699 -0.9648 -0.0548
C 9.734240 -12.154630 -2.411640 -0.9939 -0.5275 2.5464
C 12.708230 -5.648560 0.227070 0.4016 -0.0335 0.7010
C 12.257350 -7.252680 -2.037880 0.6897 0.6114 0.2211
C 16.923640 -3.346310 -1.279320 0.0544 -1.2589 -1.5318
C 9.971840 -7.824750 -7.352160 0.9843 0.4331 -0.1698
C 16.690560 -4.742260 -3.632750 -0.2925 -0.0925 0.6779
C 11.401060 -10.666710 -1.425150 -0.3693 -0.1383 -0.2330
C 20.619460 -10.709850 -6.110670 -0.5886 -0.7922 -0.8772
C 12.114900 -7.165550 -8.648250 1.2806 -0.4224 1.2726
C 19.867860 -10.353140 -5.013990 -0.6615 1.0935 -0.5718
C 18.737600 -9.505060 -5.210980 -1.2088 -0.2070 0.6274
C 10.530950 -4.312330 -8.916240 0.7101 -0.5565 1.6043
C 19.180140 -9.453190 -7.581010 -1.9562 -0.8740 1.0632
C 20.199590 -10.366280 -7.400470 0.7297 0.5128 0.1426
C 11.787850 -3.668900 -5.188440 -0.1229 -0.5040 0.1207
C 10.927950 -6.646420 -7.832940 -1.6362 -0.7521 0.4475
C 11.786900 -4.386420 -6.580380 0.5672 1.3904 -0.4760
C 11.984060 -10.568730 -2.658420 -0.0894 -0.6888 -2.0421
C 18.297640 -9.156320 -6.501510 2.6493 -0.1065 -0.0612
C 11.575210 -5.464070 -0.507700 0.8470 -1.8277 -1.5143
C 15.934410 -4.317260 -1.423040 -0.2261 0.2596 -0.4336
C 13.613130 -6.586240 -0.134690 0.2895 -1.1140 -0.8984
C 17.711290 -3.808900 -3.485080 0.2539 0.7627 1.1337
C 13.425060 -7.363510 -1.313880 1.6375 -0.1411 1.3627
C 15.773540 -5.048410 -2.600120 1.1414 1.5627 -0.4755
C 10.265310 -11.455900 -1.311540 1.5784 0.7978 -0.8213
C 11.461230 -11.296400 -3.740930 0.0151 1.4067 -0.4753
C 17.829630 -3.068830 -2.307430 -0.9741 -0.8075 0.1367
C 10.011890 -5.712530 -8.675760 -0.1064 0.3745 -0.0082
C 10.301720 -12.094940 -3.620250 2.8690 0.8624 -1.8418
C 11.360500 -6.266250 -1.638640 -0.7579 0.5823 0.4622
C 10.738390 -3.698110 -7.514760 -0.3442 0.4553 -0.1410
H 16.757770 -3.116550 0.627260 -0.1249 -0.1853 -0.1812
H 11.971260 -7.268480 -9.723830 -0.3202 0.4468 0.1832
H 18.800940 -9.216830 -8.564240 0.2580 0.1051 -0.3544
H 9.045000 -5.601470 -8.184940 -0.1067 -0.3314 0.0460
H 12.418980 -4.157440 -4.446080 -0.0946 -0.2597 -0.1326
H 21.401570 -11.449590 -6.024100 0.2234 0.0880 0.0984
H 15.187110 -4.339390 -0.643640 -0.0813 -0.3725 0.1378
H 13.989210 -4.785260 -6.730950 -0.0077 0.3175 0.3163
H 20.175150 -10.768580 -4.065630 -0.3514 0.4024 0.2955
H 9.187540 -7.488200 -6.674130 -0.0433 0.2355 -0.2639
H 9.556860 -8.210720 -8.283250 -0.2776 0.1585 0.0136
H 10.430460 -8.693550 -6.879980 0.5889 0.3432 0.0770
H 17.411340 -8.577920 -6.716770 -0.0730 0.1012 0.3774
H 14.404120 -6.721890 0.588040 0.5494 -0.4542 -0.5913
H 13.019810 -6.613700 -8.393910 -0.0332 0.4161 -0.5562
H 12.143020 -7.901920 -2.893330 -0.4079 0.1431 -0.0850
H 18.553360 -2.276490 -2.185740 0.1382 -0.0843 0.0118
H 11.066690 -4.027190 0.560330 -0.1093 0.0586 0.1139
H 8.936380 -12.866130 -2.258030 -0.2686 0.1374 0.2811
H 12.831080 -9.981180 -2.980510 0.3142 0.2106 0.8313
H 12.625240 -10.341540 -5.066780 0.3281 0.1755 0.5798
H 10.955910 -2.631860 -7.577180 0.6401 -0.0335 0.0025
H 12.429830 -8.136910 -8.266970 -0.4077 -0.2683 0.0426
H 10.808090 -3.475760 -4.751570 -0.3298 -0.7738 -0.1440
H 14.758650 -8.338630 -2.456530 -0.2210 0.2024 -0.6536
H 9.858620 -6.161100 -9.657280 -0.0643 -0.5117 0.2388
H 15.868420 -5.898130 -4.931820 -0.4212 -0.4208 0.1368
H 11.793690 -10.200660 -0.533500 0.1588 0.1896 -0.0289
H 13.412560 -3.093300 -7.154710 0.1668 -0.2206 0.1248
H 12.894140 -5.138030 1.160450 -0.2446 0.3632 0.1240
H 9.995380 -11.106370 0.670460 0.5864 0.4890 -0.8161
H 17.151540 -8.743010 -4.455090 -0.4818 0.1931 0.1090
H 20.370620 -10.440030 -9.207420 0.3271 -0.3124 -0.7039
H 13.234060 -4.467010 -8.267470 -0.0301 0.1694 0.0149
H 12.155350 -2.644010 -5.239860 0.4180 -0.1362 -0.7806
H 10.053220 -12.703440 -4.477200 -0.4908 0.0410 0.0385
H 14.891090 -5.634120 -2.811400 0.1031 -0.3529 0.1747
H 9.796050 -3.666970 -6.967830 -0.3022 -0.3995 -0.0316
H 18.452180 -3.592930 -4.240620 -0.3012 -0.3326 -0.4575
H 11.492090 -4.430550 -9.416570 -0.0851 0.5864 -0.3875
H 10.407870 -6.119950 -2.125970 -0.0661 -0.0983 -0.2947
H 9.794870 -3.753140 -9.493810 0.3304 0.1152 -0.0577
```
Forces are in eV/Å.


No. 2
This record from OMol25 describes a molecular structure, C52H78GeN4O5P3S3Ti at a distorted geometry. The level of theory is wB97M-V/def2-TZVPD.

Properties
- Orbital gap (alpha / beta): 0.173 / 0.266 Ha
- Spin multiplicity: 3
- Net charge: -1
- HOMO energy (alpha / beta): -2.6 / -5.1 eV

```
147
Properties=species:S:1:pos:R:3:forces:R:3
Ge 1.752222 3.987949 -1.635536 0.1308 0.1998 0.0798
Ti -0.468241 -0.792798 -0.176314 -0.2776 -1.4401 0.8689
S 1.385110 -0.629288 1.451925 0.6068 0.0929 0.5778
S -2.944858 1.687277 2.962855 -0.0425 -0.1030 -0.2137
S 2.080845 1.119327 2.382360 -0.0942 -0.0328 -0.0933
P 1.153920 0.892806 4.258929 -0.0596 0.0982 -0.0635
P 0.720620 -3.191451 0.066264 -0.2281 -0.9981 -0.1903
P -1.991989 -2.217105 -1.907443 -0.0901 -0.3914 -0.4273
O 1.600290 2.317791 4.961740 0.1000 0.2019 -0.0182
O 0.690542 -0.947786 -1.500143 1.2586 0.4147 -1.4309
O -1.009375 0.922160 0.375747 -0.5667 2.1516 0.3197
O 2.276337 -0.062262 4.954869 0.1329 -0.0457 0.0494
O -1.047616 1.478558 -1.763890 0.0476 0.0809 -0.0632
N 0.637282 -5.374862 -1.502386 0.0303 0.0295 0.0864
N -1.676739 -4.679026 -2.956273 -0.0322 0.0902 0.0143
N -1.891722 -1.458831 1.766124 -0.1248 -0.0828 -0.0821
N -3.954660 -0.091266 0.497413 -0.0049 -0.0730 -0.0773
C -0.674559 3.497310 -5.694850 0.0475 0.0019 0.0656
C -3.101894 -0.252406 -3.486209 -0.0006 0.0004 0.0025
C 0.758757 3.785234 -3.305798 0.0223 -0.0264 -0.0637
C -4.351890 -1.287637 1.190579 0.2151 0.1119 0.2005
C -1.145744 -8.134778 -4.077987 -0.0185 0.0513 -0.0016
C -1.117244 -5.918746 -3.085674 0.0215 0.0508 0.0096
C 5.997690 1.897837 -2.041473 -0.0575 0.0443 -0.0130
C -1.699697 -0.957928 3.126953 -0.3221 0.1932 -0.2204
C -4.652981 1.144215 0.738896 0.2132 -0.0624 0.1890
C -2.166754 -1.459922 -3.645017 0.1308 0.0528 0.1447
C 0.688408 -4.434839 1.511059 -0.1701 0.1336 -0.0048
C 0.610793 -7.543545 -2.539261 -0.0141 0.0095 -0.0205
C -0.710443 -5.065467 1.527624 0.0896 -0.0842 -0.0637
C 2.657904 8.613551 -0.848155 -0.0092 -0.0435 -0.0184
C -0.206509 4.721454 -3.677041 -0.0050 -0.0493 -0.0285
C 2.057448 -0.795222 6.167959 -0.1768 0.0727 0.0398
C -3.692052 -2.907855 -1.718078 -0.0128 0.1384 0.0277
C 1.357083 8.129862 -0.776852 0.0072 -0.0378 -0.0156
C 0.785823 3.507093 4.901607 -0.1816 -0.1631 -0.0431
C 0.291862 2.563430 -5.344109 0.0145 0.0341 0.0387
C 3.483257 3.103625 -1.804247 0.0407 -0.0604 -0.0314
C 1.003965 2.709725 -4.160385 -0.1024 0.0660 -0.0439
C -3.146616 -2.184167 1.574566 0.0133 0.2023 -0.1184
C 0.601643 -1.186976 6.384419 0.0140 0.0431 -0.0737
C -0.613009 3.258439 5.454070 0.0812 -0.0996 0.0066
C 4.205908 3.189773 -2.998065 0.0374 -0.0485 0.1130
C 2.129941 5.906252 -1.377984 0.0367 0.0414 0.0460
C 1.727427 -0.067445 -1.871046 0.0257 -0.2045 -0.0610
C -1.102545 -3.821840 -2.077302 0.0378 -0.1254 0.1143
C 1.100881 6.788337 -1.033185 0.0593 0.0028 0.0177
C 0.916678 -3.694031 2.838005 -0.0417 0.0174 -0.0485
C -1.703424 -6.873088 -3.933386 0.0495 0.0029 0.0326
C 5.292415 1.808615 -0.848250 0.0045 0.0036 -0.0126
C 3.431140 6.409200 -1.436720 -0.0977 0.0355 -0.0320
C 5.455238 2.591936 -3.117548 -0.0522 0.0081 0.0534
C 3.694895 7.750114 -1.173604 -0.0361 -0.0460 -0.0142
C 0.061068 -6.264204 -2.370961 -0.0067 0.0758 0.0319
C 2.615077 -0.000603 7.335130 -0.0043 0.0371 0.0535
C 2.484447 -3.186190 -0.411961 -0.0590 0.0963 0.1419
C 0.013929 -8.470285 -3.381964 0.0388 0.0333 0.0287
C -2.750691 -2.398234 -4.704836 -0.0960 0.0082 -0.0071
C -0.792791 -0.969088 -4.118830 -0.0491 -0.0892 0.0136
C 1.745511 -5.540329 1.420377 0.0195 0.0251 -0.0313
C -0.713953 3.230613 -0.170947 0.1145 -0.0184 0.2151
C -2.720897 0.031988 3.694094 -0.0049 0.0126 -0.1576
C -0.920176 4.580210 -4.860745 0.0134 -0.0398 0.0226
C -4.595670 1.576651 2.206994 0.1665 -0.0566 -0.0044
C 0.733729 4.094351 3.498914 0.0279 -0.1113 0.0259
C 0.020031 -4.188592 -1.324138 -0.1021 -0.0178 -0.0585
C 0.805031 3.461657 0.003302 -0.2155 -0.1148 -0.3110
C 4.044774 2.410547 -0.730617 -0.0144 0.0143 -0.0668
C -0.960240 1.794070 -0.575532 -0.1549 0.1719 -0.0766
H -0.559787 2.813874 6.451380 0.0016 0.0343 -0.0355
H 2.217601 -0.405672 -2.788222 -0.0711 -0.0981 -0.0963
H 3.506524 2.327527 0.209275 0.0389 -0.0235 -0.0555
H 2.524853 -0.575395 8.261847 0.0153 0.0497 -0.0449
H -5.715680 1.131936 0.445733 -0.1000 -0.0165 -0.0152
H -1.130615 3.884272 -0.938080 -0.0875 -0.0019 0.0055
H 2.067297 0.939503 7.442915 0.0350 -0.0559 0.0089
H 1.304573 4.204042 5.559112 0.0909 0.0356 0.0566
H -0.888587 -0.573187 -5.136500 -0.0267 -0.0389 0.0342
H 0.487065 1.713507 -5.987325 -0.0047 0.0184 0.0133
H 1.510282 -7.789144 -1.984400 -0.0321 0.0308 -0.0179
H -2.275299 -3.374367 -4.699001 0.0374 -0.0113 -0.0245
H 0.978886 -4.435454 3.645025 -0.0409 0.0459 -0.0506
H -1.162042 4.201238 5.519004 0.0206 -0.0514 -0.0101
H 0.530213 -1.857447 7.243975 0.0049 0.0290 -0.0251
H 3.101110 -2.843316 0.417255 0.0075 -0.0052 0.0095
H 1.838838 -3.112541 2.829326 0.0032 -0.0082 0.0143
H -3.826727 -2.542554 -4.566641 0.0714 -0.0281 0.0077
H 2.641658 -1.707431 6.045344 0.0602 -0.0663 -0.0559
H 1.337073 0.934089 -2.044388 -0.0935 0.0996 -0.0093
H 1.753191 1.970459 -3.900935 -0.0355 0.0223 -0.0300
H 1.737475 4.176320 3.076989 -0.0486 0.0086 0.0347
H 6.001931 2.663325 -4.050901 -0.0095 -0.0072 0.0272
H 0.206754 -1.699240 5.503926 0.0053 0.0098 0.0546
H 3.667084 0.233841 7.164892 -0.0584 0.0015 0.0087
H -2.382793 0.226589 4.713283 -0.0300 -0.0422 0.0688
H -3.715624 -0.411475 3.767747 0.0549 -0.0333 0.0750
H -1.725729 -1.799289 3.836476 0.0450 -0.0952 0.0411
H -0.062380 -1.783458 -4.130948 -0.0315 0.0320 -0.0074
H 6.968158 1.425419 -2.135411 -0.0178 0.0016 0.0024
H 0.105492 -3.000595 3.075712 0.0532 -0.0263 -0.0099
H 1.541306 -6.276618 2.208341 0.0353 0.0532 -0.0320
H -1.613801 -8.859940 -4.733603 0.0081 0.0086 -0.0007
H -0.422264 -0.176295 -3.478077 0.0327 0.0579 0.0370
H 2.476642 -0.010208 -1.080674 0.0599 -0.0520 0.1259
H 1.258744 2.563917 0.424112 -0.0305 0.0389 0.0202
H 4.713315 8.119328 -1.216263 -0.0262 -0.0152 -0.0105
H -3.735745 -0.238444 -0.474708 0.0714 0.0319 -0.0712
H -0.819537 -5.789594 0.717993 -0.0154 0.0416 0.0175
H -2.696282 0.474390 -2.782984 0.0000 0.0162 -0.0160
H -2.974122 -2.911750 0.789238 0.0028 -0.0566 -0.0292
H 0.080622 6.421529 -0.945284 0.0614 0.0444 0.0158
H -5.190694 0.917345 2.840790 -0.0888 0.0630 -0.0049
H -1.233682 3.382533 -6.615623 0.0048 -0.0031 0.0110
H -0.874303 -5.579395 2.480943 0.0224 0.0010 -0.0193
H -5.070741 -1.900137 0.633768 -0.0580 -0.0922 -0.0100
H -3.745475 -3.526888 -0.824571 -0.0127 -0.0156 -0.0545
H -2.602042 -6.590148 -4.470438 0.0142 -0.0018 0.0240
H -4.859055 -0.988090 2.105709 -0.0757 -0.0085 0.0029
H -5.025888 2.575168 2.295898 -0.0331 -0.0036 0.0069
H -2.604130 -1.932277 -5.686566 -0.0749 0.0067 0.0587
H -1.669575 5.314395 -5.132253 0.0085 -0.0066 0.0116
H 0.994434 4.266290 0.714423 -0.0369 0.0042 -0.0021
H -0.405730 5.577680 -3.040467 0.0074 -0.0223 -0.0548
H -1.118034 -2.098542 1.577191 -0.1580 -0.3499 0.5079
H -1.172446 2.584757 4.799883 0.0267 0.1223 0.0975
H -1.498141 -4.316378 1.411845 0.0067 -0.0231 0.0507
H 1.716963 -6.038468 0.453557 -0.0050 0.0034 0.0176
H 0.139096 3.456001 2.838612 0.0349 0.0569 0.0338
H -4.159974 1.906260 0.132774 -0.0114 0.0463 -0.0223
H 2.862623 9.657945 -0.644183 -0.0078 -0.0233 0.0016
H -3.412291 -2.740270 2.482844 -0.0116 -0.1293 0.0252
H -0.017572 -0.305530 6.576726 0.0057 -0.0762 0.0138
H 0.451957 -9.455288 -3.495745 -0.0157 0.0124 -0.0052
H 5.706269 1.263345 -0.007450 -0.0211 0.0238 -0.0363
H 2.748158 -4.196814 -0.714801 0.0283 -0.0409 -0.0103
H -1.225944 3.404918 0.776630 -0.0163 0.0295 0.0404
H -3.209732 0.244479 -4.457155 0.0059 -0.0171 0.0337
H 4.250857 5.741754 -1.684165 -0.0231 0.0454 0.0226
H -4.102400 -0.557117 -3.162749 0.0333 0.0106 -0.0629
H 2.750236 -5.141215 1.591175 -0.0794 -0.0273 -0.0236
H 0.280296 5.089159 3.531845 0.0024 -0.0534 -0.0083
H 3.786903 3.728215 -3.843001 0.0202 -0.0354 0.0104
H -0.712560 -0.521395 3.166795 0.1383 0.0914 0.0238
H 2.610934 -2.510287 -1.253377 -0.0189 0.0372 -0.0063
H -3.879575 -3.552421 -2.573575 -0.0374 -0.0037 -0.0131
H 0.543380 8.796072 -0.512979 0.0241 -0.0201 -0.0073
H -4.446800 -2.121184 -1.654922 0.0215 -0.0653 -0.0141
```
Forces are in eV/Å.


Energy above the lowest of the compared OMol25 structures with the same formula, charge and spin in eV, matching the order above: 0.000 2.696
Calculated total energy in hartree, matching the order above: -2294.7179 -7768.7250